DFT (ωB97M-V/def2-TZVPD) results for C24H27N6SbSn as an isolated structure.

Positions of all 59 atoms, in Å:
C (1.65208, 0.36391, 5.55270)
C (2.76172, -1.53671, -2.16559)
Sn (1.70826, 1.22472, -0.48479)
H (4.57719, -0.48868, 4.13531)
H (-3.32189, 2.47605, -1.74239)
H (-4.82588, 2.70465, -3.04689)
C (-5.94923, 1.99079, -4.68031)
H (4.59193, -2.25646, 3.97350)
H (1.30574, 1.25186, 6.08874)
H (-5.30804, -0.53495, -6.70799)
H (0.46356, -3.42719, 4.62220)
H (-3.34098, -0.75892, -5.23385)
C (4.65131, -1.31395, 3.42913)
C (3.62881, -1.23008, 2.30847)
H (2.88957, -4.49193, 3.00711)
C (-1.37701, 1.78667, -1.24312)
C (-3.87976, 0.96121, -3.98130)
N (1.62607, -2.72809, -3.85070)
C (-1.17520, 2.74724, -0.13525)
H (-6.74182, 2.73288, -4.60783)
C (-4.86201, 1.95038, -3.81618)
H (1.42515, 1.19004, 3.53709)
C (-0.50268, 0.04100, -2.49950)
C (-5.13819, 0.13598, -5.86807)
H (3.76604, -2.02304, 1.57362)
C (2.72263, -2.53382, -3.14082)
N (1.71718, -0.73641, -1.96345)
H (3.64790, -0.25983, 1.80600)
C (-2.17191, 3.58905, 0.35744)
Sb (1.56768, -1.48645, 3.07582)
H (1.94779, -5.42748, 4.14888)
H (2.17724, -3.14598, 5.07468)
H (1.32073, -0.49339, 6.13825)
C (-2.68664, 0.91107, -3.08131)
H (2.74020, 0.39461, 5.53912)
C (-1.63778, 0.01435, -3.29648)
C (-4.03361, 0.04182, -5.03025)
H (1.30762, 3.73925, 1.76092)
N (-1.92602, 4.45991, 1.32208)
H (-1.69271, -0.70100, -4.09889)
C (-2.53884, 1.78275, -1.99912)
C (1.04291, 0.38264, 4.16338)
H (-0.27880, -2.15251, -4.26694)
H (3.64640, -1.38073, -1.55992)
C (0.30037, 3.68778, 1.36456)
H (-3.18994, 3.57726, -0.01040)
C (1.48852, -3.38080, 4.26123)
C (0.61848, -0.89959, -2.72037)
H (3.57201, -3.17038, -3.35808)
C (0.58456, -1.93805, -3.65074)
N (-5.99285, 1.08909, -5.62155)
H (5.64986, -1.27292, 2.98707)
N (0.05164, 2.79557, 0.40760)
H (-0.53481, 5.29471, 2.57935)
C (1.89967, -4.58401, 3.45353)
C (-0.70478, 4.54190, 1.81881)
H (-0.04503, 0.41150, 4.18626)
H (1.16960, -4.85380, 2.69237)
N (-0.36403, 0.93650, -1.50314)

Calculated total energy = -1712.2437 hartree
Max |F| = 1.2 eV Å⁻¹
Lowest unoccupied orbital energy (spin up / spin down) = -13.612 / -14.131 eV
Charge = +4
Frontier orbital gap (spin up / spin down) = 6.41 / 5.03 eV

DFT (ωB97M-V/def2-TZVPD) results for C24H27NOSiW as an isolated structure.

Positions of all 55 atoms, in Å:
C (-0.25908, -2.08280, 4.67973)
H (1.46573, -2.70382, 5.81701)
C (1.49614, -0.48701, -1.96748)
H (-4.42060, 1.45884, -3.47502)
H (-2.38491, -0.31402, 2.74618)
Si (-0.28969, -0.28699, -1.10901)
C (1.33506, 1.76983, 2.78319)
H (0.47848, 0.78278, -3.88582)
H (3.06897, -2.12075, 3.95265)
C (0.46894, 2.69934, 0.84711)
H (-0.82666, 1.71651, -5.77167)
C (3.56720, -0.58767, -3.85739)
C (-2.71465, 1.62498, -4.76631)
H (-3.72232, -2.34554, 2.96662)
C (1.76399, -1.67865, -2.64701)
C (-0.63412, 2.43333, 1.72600)
H (0.32987, 1.12525, -0.45953)
H (2.13431, -1.30836, 1.77346)
H (4.32761, -0.60533, -4.64131)
C (2.38276, 0.58970, -2.08294)
H (1.16064, -2.56432, -2.44043)
H (4.05480, 1.40945, -3.19214)
H (-3.28824, 2.02146, -5.59880)
C (1.10481, -2.28449, 4.88020)
C (1.50060, -1.43536, 2.66754)
H (-3.17590, 0.54625, -1.57726)
N (0.18270, -1.01639, 2.58233)
C (1.68169, 2.26731, 1.48590)
H (-1.01509, -2.39290, 5.39936)
H (-0.40798, -1.77898, -1.15181)
O (-2.75788, -2.40058, 2.88799)
C (-0.70307, -1.42584, 3.54087)
C (2.77144, -1.71527, -3.61916)
C (-2.63039, 0.76356, -2.49159)
C (-2.17555, -1.18569, 3.39258)
H (-1.67710, 2.69051, 1.55698)
C (-1.24357, 0.51201, -2.58146)
H (2.27452, 1.47561, -1.44672)
H (-2.57257, -0.95543, 4.39753)
H (-1.41572, -0.49835, 1.19581)
C (-1.33300, 1.43385, -4.85312)
C (-0.09790, 1.85874, 2.93407)
C (-3.35075, 1.29155, -3.56563)
H (0.39768, 3.17616, -0.12556)
C (3.39463, 0.55047, -3.06222)
C (1.99346, -1.96720, 3.85317)
C (-1.91274, -0.70552, 0.18490)
H (-0.67156, 1.65709, 3.83794)
H (2.94369, -2.63041, -4.18339)
C (-0.60865, 0.89305, -3.77835)
H (-2.69482, 0.06321, 0.10055)
H (2.68592, 2.37092, 1.09402)
H (2.03671, 1.45467, 3.55109)
W (0.34753, 0.52447, 1.16971)
H (-2.36539, -1.68323, 0.32660)

Spin multiplicity = 3
Calculated total energy = -1416.5005 hartree
Max |F| = 6.5 eV Å⁻¹
Lowest unoccupied orbital energy (spin up / spin down) = -8.610 / -8.636 eV
<S²> = 2.0205
ΔE to the lowest compared entry with this formula, charge and spin = 52.0 kcal per mole
Charge = +2
Frontier orbital gap (spin up / spin down) = 5.31 / 5.28 eV